{"formula": "C31H38BeF6N4OP2", "method": "the ωB97M-V functional and the def2-TZVPD basis", "species": ["Be", "C", "C", "C", "C", "C", "C", "C", "C", "C", "H", "H", "H", "H", "H", "H", "H", "H", "H", "H", "H", "H", "H", "H", "H", "P", "P", "N", "N", "N", "N", "C", "C", "C", "C", "C", "C", "C", "C", "C", "C", "C", "C", "C", "C", "C", "C", "C", "C", "H", "H", "H", "H", "H", "H", "H", "H", "H", "H", "H", "H", "H", "H", "H", "H", "H", "H", "H", "H", "C", "C", "O", "C", "F", "F", "F", "C", "F", "F", "F", "H", "H", "H"], "positions_angstrom": [[0.531, -1.750, 5.184], [-1.153, 2.761, 3.153], [-1.722, 1.951, 2.248], [-0.981, 1.387, 1.065], [0.191, 0.434, 1.322], [1.538, 1.131, 1.042], [1.846, 2.440, 1.248], [0.906, 3.559, 1.645], [0.088, 3.586, 2.985], [1.676, -2.886, 4.643], [-1.621, 2.917, 4.138], [-2.774, 1.619, 2.346], [-0.570, 2.200, 0.456], [-1.732, 0.855, 0.477], [0.146, -0.021, 2.334], [0.045, -0.402, 0.608], [2.381, 0.438, 1.109], [2.845, 2.796, 1.086], [0.220, 3.782, 0.810], [1.559, 4.445, 1.754], [0.722, 3.381, 3.859], [-0.183, 4.650, 3.108], [2.400, -3.175, 5.423], [2.262, -2.495, 3.796], [1.230, -3.832, 4.311], [1.714, -0.983, -2.400], [-1.912, -0.603, -2.528], [3.038, 0.094, -2.690], [2.446, -2.368, -3.431], [-2.059, 1.184, -3.017], [-3.438, -1.085, -3.262], [0.629, -0.354, -3.759], [-0.746, -1.047, -3.918], [4.002, 0.367, -1.699], [5.032, 1.089, -2.289], [4.718, 1.248, -3.680], [3.484, 0.641, -3.902], [2.506, -3.699, -3.020], [2.951, -4.492, -4.082], [3.184, -3.616, -5.184], [2.860, -2.331, -4.764], [-1.879, 2.166, -2.031], [-1.725, 3.404, -2.633], [-1.871, 3.218, -4.042], [-2.043, 1.846, -4.254], [-4.203, -0.514, -4.292], [-5.266, -1.359, -4.593], [-5.147, -2.506, -3.740], [-4.022, -2.329, -2.952], [1.179, -0.516, -4.697], [0.474, 0.727, -3.591], [-1.239, -0.749, -4.863], [-0.634, -2.143, -3.942], [3.848, 0.035, -0.680], [5.913, 1.454, -1.790], [5.313, 1.729, -4.437], [2.895, 0.576, -4.807], [2.262, -3.966, -2.005], [3.077, -5.564, -4.083], [3.541, -3.875, -6.171], [2.924, -1.401, -5.307], [-1.949, 1.896, -0.986], [-1.547, 4.342, -2.111], [-1.892, 3.988, -4.809], [-2.205, 1.312, -5.188], [-3.949, 0.447, -4.701], [-6.029, -1.172, -5.334], [-5.820, -3.352, -3.721], [-3.571, -2.946, -2.188], [-2.479, -0.247, 6.781], [-1.085, -0.843, 6.600], [-0.969, -1.681, 5.487], [-0.033, 0.298, 6.461], [0.632, 0.745, 7.526], [1.003, -0.154, 5.551], [-0.561, 1.392, 5.814], [-0.763, -1.713, 7.880], [-1.224, -1.216, 9.067], [-1.291, -2.963, 7.782], [0.596, -1.890, 8.037], [-2.733, 0.352, 5.909], [-2.553, 0.380, 7.667], [-3.236, -1.024, 6.860]], "forces_ev_per_a": [[-0.3207, -1.1899, -0.7847], [-0.6798, -0.0128, -0.2029], [0.2014, 0.0447, 0.6510], [-0.6298, 0.3737, -0.3253], [0.2672, 0.2171, -0.4982], [0.2125, 0.3236, 2.2990], [-1.5245, -1.4905, -0.0585], [-0.0376, 1.0439, 0.1831], [0.7344, -0.4071, -0.1459], [0.2541, 0.0643, -0.0463], [-0.2417, 0.1929, -0.6844], [0.8256, -0.0409, 0.4421], [-0.4521, -0.4401, -0.0991], [0.1953, 0.0021, -0.0203], [0.1906, 0.3356, -0.4387], [0.4578, 0.2611, 0.3499], [-0.0103, 0.1250, -0.8706], [0.5442, -0.3019, 0.0085], [0.2714, 0.1971, 0.3825], [-0.3532, -0.2555, -0.2573], [0.2895, 0.0158, -0.2684], [-0.1728, -0.4090, -0.0081], [-0.1309, 0.2207, -0.1644], [-0.0120, -0.1389, 0.1611], [-0.0880, 0.2310, 0.0010], [1.5138, -1.2957, -2.2247], [-0.9004, 2.1700, -2.1426], [0.4899, 0.6661, 0.3917], [-0.6353, -0.0956, 0.4660], [0.4199, -0.1920, 0.7766], [-0.5876, -0.9032, -0.2353], [-0.5187, 0.0991, -0.1962], [-0.0223, -0.0487, 0.2801], [0.2845, 0.5637, -1.2875], [-0.9419, -0.7018, 0.0885], [-1.4123, -0.7757, 0.3350], [1.0540, 0.4640, 0.9071], [0.3132, -0.0945, -1.0253], [-0.3763, 1.0347, 0.6757], [-0.4287, 0.8263, 0.6882], [-0.0094, -0.7081, 0.2514], [-0.0175, 0.1690, -0.8382], [-0.3068, -0.5808, 0.2353], [-0.0248, -1.4371, 0.1928], [0.1383, 0.5863, 0.4187], [-0.4031, -0.8834, 0.2912], [1.2579, 0.2861, 0.7486], [0.7468, 0.3882, 0.2119], [-0.4366, 0.7931, -0.5948], [-0.2753, 0.3174, 0.3273], [0.1652, -0.3026, -0.1422], [0.3470, -0.1307, 0.4118], [-0.0623, 0.2462, 0.0478], [0.0408, 0.0619, -0.2489], [-0.0042, -0.0268, 0.0441], [0.0208, 0.1062, 0.0182], [0.2126, 0.1029, 0.2968], [-0.0754, -0.0174, -0.0200], [0.0390, 0.0730, 0.1443], [-0.0281, 0.0187, 0.1418], [0.0420, -0.2629, 0.0498], [0.1658, 0.1497, -0.5139], [-0.1810, -0.3168, -0.1724], [0.1158, -0.2816, 0.1869], [0.2248, 0.1980, 0.3391], [-0.1338, -0.0874, 0.1073], [0.0658, 0.0136, 0.0952], [0.1487, 0.0473, 0.0712], [-0.1492, -0.0154, -0.0361], [-0.1280, 0.2595, -0.3155], [-0.5292, -0.8924, 0.6108], [0.8985, 1.0848, 0.8829], [0.1844, 2.2383, -0.8034], [-0.7849, -0.5425, -0.6511], [-0.7011, 0.0464, 0.8549], [0.8234, -1.5880, 0.9503], [0.4223, -1.1589, 1.1379], [0.4279, 0.0381, -1.2264], [0.3248, 1.3474, -0.2209], [-1.0438, 0.2492, -0.4044], [0.0758, -0.0129, -0.0485], [0.1387, 0.0306, 0.0292], [0.2248, -0.2848, 0.0366]], "mulliken_charge": [0.137, -0.642, -0.730, 0.003, 0.261, -0.462, -0.373, -0.990, -0.445, -0.806, 0.395, 0.373, -0.180, 0.546, -0.230, 0.112, 0.539, 0.477, 0.225, 0.460, 0.346, 0.371, 0.226, 0.147, 0.273, 0.066, -0.136, 0.523, 0.253, 0.305, 0.341, -0.620, -1.200, -0.497, -0.730, -0.834, -0.115, -0.444, -0.648, -0.650, -0.090, -0.676, -0.419, -1.019, -0.111, -0.142, -0.615, -0.558, -0.423, 0.215, 0.592, 0.489, 0.586, 0.418, 0.427, 0.441, 0.487, 0.396, 0.410, 0.425, 0.173, 0.452, 0.441, 0.433, 0.462, 0.340, 0.438, 0.408, 0.352, -1.723, 1.129, -0.624, 0.956, -0.253, -0.250, -0.182, 0.571, -0.284, -0.247, -0.271, 0.368, 0.392, 0.438], "homo_ev": -8.17, "total_charge": 0, "largest_force_ev_per_a": 3.18, "lumo_ev": 0.413, "e_above_lowest_ev": 0.151}